Record 1
C4H16FN8O4 | the ωB97M-V functional and the def2-TZVPD basis

As for the largest force on an atom: 0.0802 hartree/bohr. Its highest occupied orbital energy is -6.74 eV. As for the charge: -1. As for the total energy: -27242.48198 eV. As for the energy above the lowest of the compared OMol25 structures with the same formula, charge and spin: 0.681 eV. The orbital gap is 9.59 eV.

Last column: Löwdin charge in e.
Positions of all 33 atoms, in Å:
C  1.85994  1.34591  2.84842  -0.713
H  1.46969  -0.32683  1.87606  0.046
H  -2.36245  0.19189  1.75436  0.062
N  2.29359  0.10046  -1.86805  0.158
H  2.28728  -0.59839  3.33442  0.097
O  -4.43774  -2.06501  2.16810  -0.017
H  -0.88281  -0.62875  -2.07944  0.089
N  3.32736  -0.83202  -3.67661  0.128
F  0.33327  -0.67518  0.30989  -0.561
C  -1.97860  1.15182  -1.98369  -0.702
O  2.55631  1.94202  3.67523  -0.023
H  -2.17245  -3.04406  1.56364  0.098
H  1.17014  2.94899  1.85746  0.095
H  -1.35835  -1.54764  1.45615  0.053
H  2.24424  0.98584  -2.33371  0.092
H  3.78998  -1.66172  -4.00688  0.096
H  -2.09354  1.91567  -0.12459  0.094
H  -1.08307  0.47153  -0.25846  0.020
O  3.02450  -2.05629  -1.81054  0.009
N  1.67758  0.00749  2.81303  0.144
H  3.45528  0.06784  -4.09821  0.085
N  -2.16834  -2.06039  1.77270  0.150
N  1.30578  1.95678  1.78030  0.145
H  0.85355  1.42727  1.04494  0.060
O  -2.44494  2.12957  -2.55919  -0.008
N  -1.52653  0.00728  -2.52634  0.150
H  -3.96557  0.46002  2.42497  0.095
C  -3.34456  -1.49609  2.17601  -0.662
C  2.86063  -0.99813  -2.41163  -0.710
H  -1.54183  -0.07005  -3.53102  0.097
N  -1.75477  1.11950  -0.63549  0.135
H  1.88423  -0.03475  -0.94896  0.063
N  -3.27778  -0.13459  1.99714  0.134

Cartesian forces, eV/Å:
1.83 0.06 0.51
-0.63 -0.53 -0.06
-0.04 0.70 0.26
-0.21 -0.15 0.67
0.15 0.41 0.20
0.69 -0.43 1.73
-0.16 0.27 0.54
0.10 -0.57 -0.79
-0.20 0.65 0.07
0.96 0.83 1.62
-0.83 -0.08 0.07
-0.13 0.11 0.06
0.11 -0.07 -0.20
0.24 0.24 -0.01
-0.14 -0.07 -0.02
0.20 0.37 -0.32
0.27 -0.05 0.05
0.49 -0.46 0.50
-0.38 0.30 -0.43
-0.11 -0.99 -0.28
0.07 -0.11 -0.10
0.11 -1.22 0.92
-0.63 0.96 -0.65
-0.18 -0.06 0.23
-0.38 -0.67 -0.38
0.10 -1.16 -2.28
0.15 -0.02 -0.09
-0.96 0.44 -3.99
0.52 -0.08 1.03
-0.04 0.21 0.11
-0.79 0.91 -0.02
-0.39 0.07 0.04
0.20 0.18 1.01

***

Record 2
C3H6NO3PS2 | the ωB97M-V functional and the def2-TZVPD basis

As for the largest force on an atom: 0.0578 hartree/bohr. Its highest occupied orbital energy is -9.27 eV. As for the SMILES: O=C1SCCN=P(O)(O)S1. As for the total energy: -41800.38938 eV. The orbital gap is 9.53 eV.

Last column: Löwdin charge in e.
Positions of all 16 atoms, in Å:
O  -0.59939  2.44301  1.03841  -0.228
O  -2.04514  -1.51645  -0.72184  -0.034
S  0.07884  -2.49155  0.34378  0.934
O  -1.95122  1.61373  -0.89804  -0.168
C  1.48087  -1.23918  0.57384  -0.385
P  -0.85243  1.11324  0.17125  0.304
H  -1.60414  1.14964  -1.67258  0.068
C  -1.21683  -1.38800  0.11696  -1.124
H  1.65957  -0.86079  -1.41250  0.079
C  1.44010  -0.24955  -0.58823  -0.378
H  1.26519  -0.86612  1.53904  0.033
H  2.36795  0.38055  -0.70595  0.129
N  0.19548  0.39672  -0.77833  -0.189
H  2.47983  -1.63106  0.46042  0.079
H  -1.06985  3.35500  0.97653  0.148
S  -1.62882  -0.20917  1.55725  0.731

Cartesian forces, eV/Å:
-0.54 1.66 0.17
-0.43 -0.30 -0.27
2.34 -0.35 -0.16
0.41 -0.37 0.87
-0.68 0.02 -1.08
0.57 0.87 -1.11
-0.36 0.02 -0.63
-1.54 -0.02 0.29
-0.39 -1.12 -1.66
0.45 0.46 0.77
0.29 0.78 0.98
-0.87 0.13 1.13
-0.88 1.77 1.07
0.03 -1.09 0.65
0.99 -2.77 -0.40
0.60 0.31 -0.61

***

Record 3
C4H8N4 | the ωB97M-V functional and the def2-TZVPD basis

As for the largest force on an atom: 0.2271 hartree/bohr. Its highest occupied orbital energy is -9.53 eV. As for the SMILES: CN(C)/C(N)=N/C#N. As for the total energy: -10235.17524 eV. As for the energy above the lowest of the compared OMol25 structures with the same formula, charge and spin: 3.067 eV. The orbital gap is 10.06 eV.

Last column: Löwdin charge in e.
Positions of all 16 atoms, in Å:
H  1.59672  1.92538  -0.39055  -0.009
N  1.25419  0.04916  -0.45270  -0.208
N  -0.21279  -0.19283  1.28829  0.234
H  2.96614  1.14305  -0.37982  0.067
N  -3.30638  0.00342  0.05483  0.119
H  -1.15087  -0.16903  1.57701  0.087
H  0.32038  -0.07266  2.04930  0.066
H  2.26868  1.16631  1.16911  0.131
C  -2.24042  0.06850  -0.41037  -0.403
N  -1.02475  0.11669  -0.83615  0.136
H  2.02395  -1.37332  0.97457  0.128
C  2.02651  -1.20777  -0.25014  -0.054
H  2.99399  -1.04515  -0.83211  0.106
C  2.01026  1.23843  0.03307  -0.016
C  -0.01111  -0.01198  -0.01038  -0.484
H  1.29758  -1.93280  -0.72051  0.100

Cartesian forces, eV/Å:
-4.76 8.88 -3.57
3.68 0.39 -0.84
-2.74 -0.69 -1.35
1.53 -0.12 -0.90
0.49 0.10 -0.46
-1.63 -0.13 0.18
3.34 0.50 2.44
-1.13 0.79 -1.55
-2.02 -0.25 1.58
2.75 -0.08 -0.97
0.93 -0.13 -3.09
-1.91 0.60 1.25
-1.19 -0.81 1.29
3.83 -9.51 5.59
-2.74 0.48 -0.17
1.57 -0.02 0.56

***

Record 4
C14H33Be2Cl3F2MgNO8P | the ωB97M-V functional and the def2-TZVPD basis

As for the largest force on an atom: 0.1572 hartree/bohr. Its highest occupied orbital energy is -11.75 eV. As for the charge: +2. As for the total energy: -91427.57240 eV. The orbital gap is 1.94 eV.

Last column: Löwdin charge in e.
Positions of all 65 atoms, in Å:
H  0.19263  -1.35925  7.44549  0.144
H  0.58594  2.43396  4.75814  0.129
H  1.53449  -3.52037  -3.93087  0.118
C  -0.44369  4.32349  2.29969  -0.178
N  0.77594  1.40583  1.47735  -0.037
H  -1.69015  -2.71376  -1.31500  0.077
O  1.32580  -1.68456  -4.87268  -0.261
P  1.78550  -0.09474  -4.45912  0.628
H  -0.78840  2.60078  -4.91661  0.071
O  -2.53304  2.46624  -5.75081  -0.151
H  0.63849  -1.90620  -1.95287  0.072
H  -0.04175  2.28445  -2.32616  0.070
H  -2.85274  -4.87695  -0.66650  0.091
H  -0.52733  -0.23243  1.50381  0.123
H  -1.32108  1.32880  1.80074  0.107
Cl  -0.16897  -4.44755  -1.71315  0.633
H  -0.54536  3.87258  -1.73349  0.097
O  -2.97695  4.40993  -4.65728  0.119
H  -0.13323  0.51583  -0.89633  0.106
C  0.23899  2.50334  3.72532  -0.175
Mg  -4.71365  -5.98934  -4.79252  0.740
C  1.95270  -2.19265  6.53944  0.013
C  -0.90193  0.95160  -0.25129  -0.216
Cl  -3.10953  -5.76448  -2.84977  0.437
H  -1.39992  3.80059  2.25633  0.122
C  -0.18898  2.88981  -1.43025  -0.088
C  -1.70523  -3.58452  -1.97175  -0.640
O  1.59625  -0.34326  -2.78591  -0.270
C  1.60062  -1.74128  -2.47323  -0.715
H  -0.63713  5.39625  2.45526  0.074
H  -1.72444  -3.23397  -3.00342  0.076
H  0.81816  2.32240  1.04956  0.064
O  0.38106  3.88094  3.36649  -0.285
C  0.54441  -1.52751  6.41712  -0.523
H  -1.83372  0.40047  -0.42796  0.116
H  2.34860  -2.50691  5.57260  0.095
H  -0.49904  -3.44527  6.41972  0.099
C  1.10036  1.54755  2.89610  -0.182
H  1.08658  0.56193  3.36650  0.104
Be  -3.38914  0.59000  -5.10592  0.818
O  -0.99374  3.43565  -4.45786  0.063
C  -0.43379  -2.55889  5.78386  -0.006
H  -0.10927  -2.88534  4.79404  0.090
H  0.76378  3.01482  -0.90389  0.081
H  0.09055  4.22833  1.34356  0.034
H  -3.81530  -3.82900  -1.70864  0.086
F  0.16724  0.34616  -4.62519  -0.274
Cl  3.00406  -1.99314  -1.36617  0.673
H  2.13420  1.90266  2.94390  0.127
C  1.90268  -2.47440  -3.82724  -0.270
Be  1.56896  5.53949  2.30174  0.767
H  2.11835  1.29556  -4.34962  0.052
C  -0.53877  0.82481  1.22106  -0.200
H  3.38481  -0.38074  -4.27327  0.181
F  4.57886  0.40282  -4.25096  -0.233
C  -2.27561  3.48237  -4.96461  -0.762
H  -0.81711  2.21578  3.74441  0.127
H  2.17050  -0.00318  -5.87132  0.103
C  -2.91103  -4.43536  -1.65952  -0.567
H  -1.43623  -2.14023  5.69242  0.087
H  3.02867  -2.52753  -3.83607  0.110
O  -1.16661  2.31142  -0.56973  -0.185
H  1.88586  -3.07883  7.17526  0.103
O  0.64903  -0.50642  5.60310  0.098
H  2.66877  -1.50856  6.99395  0.093

Cartesian forces, eV/Å:
0.06 0.67 -0.08
-0.01 0.11 -0.04
0.15 0.85 0.43
-0.05 0.16 -0.11
-0.26 0.02 0.31
-0.18 -0.08 0.07
1.69 0.13 2.37
-7.25 3.10 -1.78
1.38 0.12 0.51
-1.75 -3.59 0.29
0.73 -0.38 -0.30
0.07 0.03 0.04
0.04 -0.26 -0.19
0.05 0.02 0.08
-0.21 -0.15 -0.02
-0.22 -0.21 0.03
-0.10 -0.09 -0.02
-0.32 -0.57 -0.50
0.15 0.17 0.05
0.64 -0.78 0.55
-0.25 0.23 -0.30
1.32 -0.78 -0.32
-0.50 0.03 0.33
0.42 -0.47 0.19
0.01 0.01 -0.12
-0.11 0.19 0.15
0.21 0.02 -0.20
1.64 -1.29 -1.88
0.49 0.82 0.06
-0.23 0.00 0.13
0.02 -0.04 0.03
0.06 -0.12 -0.19
0.08 0.69 -0.31
-0.69 0.10 0.45
0.01 -0.03 0.04
-0.20 0.14 -0.03
0.21 0.17 0.18
0.15 0.19 -0.38
-0.11 0.07 0.04
1.43 3.14 -1.03
-0.78 -1.25 -1.17
-0.34 -1.06 -0.74
0.12 0.16 0.07
0.14 -0.10 -0.13
-0.39 -0.24 -0.29
0.02 -0.05 -0.08
1.18 0.05 -0.48
-0.87 -0.29 -0.09
-0.01 -0.01 0.12
-0.04 -1.11 0.29
0.12 -0.54 0.58
0.16 -0.66 1.15
0.28 0.14 -0.29
6.75 2.46 0.18
-4.68 -3.10 -0.04
0.12 1.94 1.83
-0.06 0.24 -0.24
0.82 -0.49 0.51
-0.16 0.84 0.48
0.19 0.28 0.12
-0.80 0.15 -0.45
0.34 -0.14 -0.18
-0.42 0.11 0.02
0.05 0.12 0.34
-0.30 0.21 -0.05

***

> Which formula does entry 2 have?

C3H6NO3PS2

***

> Which of these has the highest highest occupied orbital energy?

C4H16FN8O4

***

> Which value of highest occupied orbital energy does entry 1 give?

-6.74 eV